# 1
91
Properties=species:S:1:pos:R:3:forces:R:3:lowdin_spin:R:1 method="wB97M-V/def2-TZVPD" lumo_ha="0.001 / 0.000" e_homo_ev="-7.004 / -6.987" charge=0 total_energy_ev=-254424.79864 gap_ha="0.2579 / 0.2572" spin_multiplicity=4 relative_energy_kj_mol=0.0 largest_force_ha_per_bohr=0.0286 s_squared=3.76
Co 0.806 0.111 -0.587 0.13 0.20 0.15 2.737
C 2.959 -1.019 -2.985 0.55 -0.58 0.50 0.000
C 3.212 0.409 -2.596 0.20 -0.47 0.10 0.001
C 4.336 1.106 -3.072 0.39 0.25 -0.27 0.002
C 4.626 2.357 -2.615 -0.27 0.06 -0.32 -0.003
C 3.779 2.965 -1.675 0.32 0.01 0.33 0.001
C 4.022 4.234 -1.087 -0.58 0.01 0.04 0.002
Br 5.567 5.217 -1.585 -0.11 0.13 0.09 0.001
C 3.123 4.736 -0.179 0.08 -0.24 -0.04 0.000
C 2.016 3.976 0.222 0.13 -0.27 -0.23 0.002
Br 0.899 4.717 1.581 0.03 -0.26 -0.30 0.001
C 1.746 2.703 -0.301 -0.77 0.94 0.77 0.004
O 0.715 2.014 0.045 -0.07 -0.31 -0.04 0.053
C 2.669 2.207 -1.268 0.05 0.20 -0.09 0.003
N 2.407 0.960 -1.729 -0.10 0.33 -0.09 0.033
H 3.881 -1.510 -3.366 -0.52 0.37 0.24 0.000
H 2.207 -1.101 -3.756 -0.30 0.01 -0.24 0.000
H 2.614 -1.570 -2.084 0.17 0.26 -0.55 0.000
H 4.969 0.643 -3.812 0.09 -0.12 -0.07 0.000
H 5.442 2.953 -2.986 0.32 -0.23 -0.13 0.000
H 3.218 5.708 0.274 0.35 0.20 -0.03 0.000
N -1.476 -2.283 -3.163 0.46 0.47 0.64 0.001
C -0.498 -2.003 -2.266 -0.08 -0.72 -0.01 0.002
N -0.221 -0.723 -2.321 -0.33 0.49 -0.24 0.026
C -1.082 -0.221 -3.293 0.78 0.02 0.79 0.002
N -1.861 -1.139 -3.790 -0.22 -0.63 -0.42 0.001
C -1.136 1.221 -3.682 -0.35 -0.50 0.06 0.000
C -2.123 1.675 -4.562 0.08 0.17 -0.16 0.000
N -2.213 2.952 -4.916 0.36 0.35 0.31 0.000
C -1.323 3.778 -4.365 0.26 0.35 0.24 0.000
C -0.349 3.326 -3.468 -0.22 0.07 0.22 0.000
N -0.262 2.051 -3.118 -0.17 -0.39 -0.21 0.000
H -1.929 -3.174 -3.336 0.14 0.45 -0.07 0.000
H 0.014 -2.736 -1.601 -0.45 0.51 -0.64 0.000
H -2.869 1.031 -5.008 0.13 -0.31 0.14 0.000
H -1.375 4.852 -4.592 -0.09 -0.58 -0.08 0.000
H 0.341 3.992 -2.951 -0.11 0.06 -0.30 0.000
O -0.450 -0.604 0.853 0.08 -0.16 -0.33 0.031
P -1.734 -0.596 1.602 -0.02 -0.46 0.32 0.005
N -2.872 0.131 0.679 0.22 0.28 0.24 0.000
C -2.516 1.028 -0.441 -0.26 -0.34 -0.93 0.001
C -3.793 1.855 -0.647 -0.39 0.07 0.53 0.000
C -4.920 0.910 -0.133 0.11 0.57 0.06 0.000
C -4.261 0.284 1.103 0.13 0.56 -1.35 0.000
N -1.655 0.184 3.037 -0.08 1.21 0.15 0.001
C -1.401 -0.320 4.397 -0.07 -0.09 -0.27 0.000
C -1.274 0.941 5.251 0.17 0.01 -1.30 0.000
C -0.569 1.912 4.279 0.17 -0.67 0.04 0.000
C -1.197 1.631 2.914 0.09 -0.85 0.55 0.000
N -2.311 -2.119 1.956 0.16 -0.41 -0.12 0.002
C -3.062 -2.814 0.875 0.12 -0.46 1.02 0.000
C -2.337 -4.141 0.698 0.41 -0.23 -0.87 0.000
C -1.854 -4.480 2.093 0.91 0.30 -0.40 0.000
C -1.410 -3.115 2.623 -0.90 0.16 0.26 0.000
H -2.329 0.411 -1.355 -0.12 0.46 0.73 0.000
H -1.626 1.653 -0.266 -0.27 -0.27 0.14 0.001
H -3.927 2.196 -1.682 0.06 -0.15 0.26 0.000
H -3.760 2.747 0.008 -0.01 -0.33 -0.33 0.000
H -5.162 0.144 -0.883 0.07 0.16 0.18 0.000
H -5.846 1.435 0.165 0.41 -0.18 -0.37 0.000
H -4.695 -0.659 1.321 -0.38 -0.97 0.41 0.000
H -4.386 0.938 1.947 0.14 0.35 0.62 0.000
H -0.428 -0.826 4.393 -0.19 -0.33 0.29 0.000
H -2.214 -0.978 4.757 0.49 0.15 -0.34 0.000
H -0.704 0.720 6.131 0.24 0.09 0.60 0.000
H -2.258 1.306 5.514 -0.26 0.15 0.17 0.000
H 0.486 1.626 4.171 -0.08 0.22 0.38 0.000
H -0.646 2.949 4.581 0.08 0.17 -0.03 0.000
H -0.457 1.761 2.120 -0.19 -0.04 -0.08 0.000
H -2.049 2.268 2.738 -0.43 0.21 -0.22 0.000
H -3.073 -2.188 0.013 -0.12 0.25 -0.86 0.000
H -4.084 -2.977 1.214 -0.21 -0.02 -0.05 0.000
H -1.481 -3.993 0.018 -0.09 -0.04 0.31 0.000
H -2.927 -4.953 0.265 -0.23 0.24 0.01 0.000
H -1.024 -5.208 2.119 -0.45 0.28 -0.06 0.000
H -2.677 -4.856 2.675 -0.35 -0.23 0.38 0.000
H -0.368 -2.917 2.396 0.23 0.13 -0.02 0.000
H -1.599 -3.094 3.692 0.38 0.23 0.23 0.000
S 2.179 -4.450 -0.853 0.29 0.47 0.52 0.000
C 3.129 -3.442 0.156 -0.65 0.43 -0.03 0.000
N 2.708 -3.150 1.432 0.02 -0.69 0.34 0.001
C 3.364 -2.400 2.355 -0.08 0.02 -0.69 0.000
C 4.532 -1.802 2.005 0.35 0.07 0.55 0.000
C 5.031 -2.048 0.710 -0.46 -0.13 -0.54 0.000
C 4.337 -2.793 -0.226 0.48 -0.28 0.87 0.000
H 1.828 -3.567 1.730 0.29 0.05 -0.44 0.000
H 2.900 -2.315 3.332 0.00 0.04 -0.20 0.000
H 5.067 -1.180 2.737 -0.26 -0.40 -0.54 0.000
H 5.980 -1.616 0.444 0.18 0.13 -0.17 0.000
H 4.738 -2.995 -1.219 -0.17 0.13 0.33 0.000
F 2.205 -0.851 0.202 0.14 -0.17 -0.02 0.086



# 2
115
Properties=species:S:1:pos:R:3:forces:R:3:mulliken_charge:R:1 method="wB97M-V/def2-TZVPD" lumo_ha=-0.014 e_homo_ev=-3.891 charge=-1 total_energy_ev=-121714.68129 gap_ha=0.1290 largest_force_ha_per_bohr=0.0170
C -8.141 -0.209 -2.009 0.10 -0.29 0.08 -1.376
C -6.783 0.193 -1.416 -0.02 -0.13 -0.17 1.096
O -6.409 -0.710 -0.411 0.01 0.15 -0.05 -0.517
B -5.023 -0.590 0.071 0.16 -0.25 -0.27 0.552
O -4.385 -1.900 0.231 -0.33 0.14 -0.12 -0.392
P -5.193 0.551 1.701 -0.29 0.75 -0.35 0.259
O -3.688 0.389 2.495 0.30 -0.53 -0.11 -0.372
O -6.217 -0.263 2.740 0.53 -0.68 -0.09 -0.554
H -8.020 -0.646 -3.005 -0.06 0.10 0.04 0.261
H -8.565 -0.992 -1.373 -0.07 0.18 0.00 0.348
H -8.841 0.627 -2.070 0.01 -0.05 -0.03 0.352
H -6.825 1.231 -1.050 0.02 -0.07 0.11 -0.217
H -6.026 0.173 -2.206 -0.02 0.19 0.00 -0.310
H -4.366 0.139 -0.700 0.01 0.03 0.04 -0.467
H -4.069 -1.979 1.126 0.15 -0.05 0.25 0.117
H -3.798 0.365 3.447 -0.19 0.19 0.20 0.204
H -6.670 0.416 3.220 -0.47 0.34 0.40 0.314
C 0.420 2.894 0.688 -0.05 -0.06 -0.05 -1.421
C 1.333 3.445 1.496 -0.06 -0.03 -0.02 0.354
C 1.037 3.795 2.937 -0.12 0.02 0.06 1.387
O 1.956 4.294 3.571 0.03 0.03 -0.03 -0.665
C -0.277 3.534 3.455 -0.03 0.00 0.05 -1.185
C -1.209 2.975 2.654 0.06 0.04 -0.13 0.503
C -0.909 2.617 1.206 0.22 0.08 -0.04 1.207
O -1.803 2.123 0.552 -0.08 0.00 -0.02 -0.497
O -2.430 2.699 3.033 0.07 0.22 0.03 -0.581
O 2.572 3.741 1.122 0.11 0.04 -0.07 -0.585
H 0.624 2.646 -0.344 0.02 0.00 0.00 0.511
H -0.481 3.797 4.483 -0.04 -0.02 0.00 0.452
H -2.881 2.205 2.306 -0.09 -0.27 0.24 0.148
H 3.023 4.109 1.913 -0.04 -0.07 0.06 0.308
C -6.217 4.930 0.084 -0.05 -0.02 -0.05 -0.856
C -4.941 4.488 0.135 -0.15 0.04 0.10 0.129
C -3.823 5.347 0.702 -0.04 0.14 0.06 1.038
O -2.705 4.870 0.728 0.00 0.00 -0.07 -0.552
C -4.140 6.681 1.173 0.05 -0.01 0.00 -1.195
C -5.408 7.105 1.110 0.05 -0.03 0.01 0.297
C -6.528 6.243 0.566 0.00 -0.11 -0.05 1.130
O -7.641 6.753 0.581 0.00 0.04 0.00 -0.670
O -5.820 8.298 1.509 0.04 0.15 0.06 -0.614
O -4.591 3.299 -0.280 0.21 0.08 -0.18 -0.272
H -7.019 4.320 -0.306 0.03 -0.06 0.01 0.531
H -3.336 7.290 1.563 -0.01 0.00 0.01 0.446
H -6.786 8.302 1.343 -0.02 -0.06 -0.02 0.380
H -3.631 3.168 -0.129 -0.03 -0.12 0.07 0.201
C 0.463 -4.551 2.772 0.07 0.07 0.09 -0.890
C 0.182 -5.431 1.807 -0.05 0.05 -0.02 -0.062
C -0.980 -5.261 0.851 -0.14 0.15 -0.01 1.147
O -1.097 -6.141 0.010 0.04 -0.05 0.00 -0.707
C -1.839 -4.117 1.000 -0.06 -0.08 -0.10 -0.769
C -1.568 -3.230 1.975 0.03 -0.08 -0.11 -0.119
C -0.392 -3.382 2.912 0.14 -0.15 0.04 0.925
O -0.221 -2.519 3.751 -0.06 0.06 -0.01 -0.652
O -2.301 -2.161 2.186 -0.02 0.03 0.10 -0.299
O 0.875 -6.541 1.568 0.09 -0.09 0.06 -0.589
H 1.291 -4.668 3.458 0.00 -0.02 -0.01 0.574
H -2.677 -3.988 0.325 0.00 0.09 0.02 0.667
H -1.915 -1.640 2.913 0.02 0.01 -0.03 0.304
H 0.425 -6.962 0.801 -0.01 0.03 -0.02 0.384
C -1.877 0.199 -6.283 -0.04 0.02 -0.09 -0.980
C -1.099 -0.297 -5.308 -0.14 0.04 0.06 0.313
C -1.653 -0.640 -3.933 -0.04 -0.02 0.00 0.878
O -0.862 -1.120 -3.135 0.04 0.01 -0.04 -0.617
C -3.045 -0.389 -3.656 -0.02 -0.04 0.05 -1.165
C -3.813 0.113 -4.641 0.13 -0.07 0.20 0.197
C -3.279 0.425 -6.019 0.16 0.00 -0.07 0.969
O -4.072 0.861 -6.836 -0.06 0.02 0.01 -0.657
O -5.097 0.377 -4.492 -0.25 0.00 0.04 -0.509
O 0.189 -0.525 -5.463 0.13 -0.03 -0.01 -0.577
H -1.497 0.442 -7.265 0.04 -0.01 0.01 0.454
H -3.430 -0.611 -2.666 -0.03 0.04 0.00 0.714
H -5.429 0.724 -5.341 0.15 -0.01 -0.07 0.353
H 0.558 -0.867 -4.622 0.01 0.03 -0.02 0.342
C 6.255 6.553 -0.760 0.03 0.05 -0.07 -0.951
C 5.452 6.239 0.270 0.07 -0.03 -0.05 0.376
C 5.781 5.120 1.237 0.11 -0.11 -0.02 1.111
O 4.993 4.934 2.147 -0.04 0.04 -0.01 -0.682
C 6.987 4.351 1.030 0.00 -0.04 0.07 -1.159
C 7.784 4.664 -0.002 -0.07 0.01 0.04 0.402
C 7.468 5.796 -0.956 -0.15 0.11 0.00 1.075
O 8.278 5.996 -1.846 0.05 -0.04 -0.01 -0.642
O 8.909 4.032 -0.289 0.11 -0.10 0.03 -0.583
O 4.324 6.867 0.539 -0.08 0.10 0.00 -0.586
H 6.030 7.350 -1.453 -0.03 0.01 0.01 0.427
H 7.205 3.546 1.717 0.02 -0.01 -0.01 0.437
H 9.271 4.475 -1.083 -0.04 0.04 -0.01 0.375
H 3.940 6.439 1.330 0.03 -0.03 0.01 0.362
C 2.806 -4.284 -1.607 -0.01 -0.03 0.05 -1.054
C 2.158 -3.244 -2.171 0.07 -0.05 -0.03 0.437
C 2.831 -2.369 -3.216 0.13 -0.07 0.01 0.861
O 2.181 -1.466 -3.706 -0.10 0.04 0.00 -0.655
C 4.204 -2.644 -3.583 0.02 0.05 -0.03 -1.164
C 4.835 -3.679 -3.012 -0.04 0.03 -0.02 0.250
C 4.162 -4.572 -1.995 -0.23 -0.02 0.09 1.139
O 4.833 -5.497 -1.566 0.13 0.00 0.02 -0.625
O 6.083 -4.028 -3.274 0.15 0.02 -0.08 -0.607
O 0.920 -2.926 -1.871 0.04 0.08 -0.01 -0.314
H 2.342 -4.924 -0.869 -0.04 0.01 -0.01 0.746
H 4.674 -2.005 -4.316 0.00 -0.01 0.00 0.468
H 6.259 -4.815 -2.718 -0.06 -0.01 0.03 0.376
H 0.621 -2.148 -2.393 -0.12 -0.07 0.02 0.322
C 5.987 -6.664 1.444 0.02 -0.03 -0.13 -1.117
C 6.837 -6.126 2.327 -0.10 -0.03 0.01 0.446
C 6.427 -5.792 3.743 -0.15 0.00 0.06 1.086
O 7.295 -5.330 4.465 0.04 0.01 -0.02 -0.653
C 5.059 -6.022 4.141 0.01 0.00 0.09 -0.906
C 4.193 -6.542 3.253 0.13 0.09 -0.03 0.347
C 4.618 -6.923 1.847 0.14 0.03 -0.08 1.030
O 3.777 -7.430 1.133 -0.05 -0.04 0.06 -0.606
O 2.923 -6.762 3.520 -0.12 -0.04 0.09 -0.536
O 8.104 -5.839 2.065 0.12 -0.01 -0.09 -0.597
H 6.269 -6.906 0.430 -0.01 0.02 -0.01 0.410
H 4.769 -5.754 5.147 -0.04 -0.01 -0.01 0.462
H 2.476 -7.069 2.701 0.03 0.04 -0.04 0.263
H 8.468 -5.468 2.894 -0.04 -0.01 0.04 0.377



# 3
49
Properties=species:S:1:pos:R:3:forces:R:3:mulliken_charge:R:1 method="wB97M-V/def2-TZVPD" lumo_ha=-0.081 e_homo_ev=-11.834 charge=+1 smiles=C[C@@H](c1ccccc1)[C@@H]1OC[C@@H](C[N+]2(C)CCCCC2)O1 total_energy_ev=-24696.52786 gap_ha=0.3536 relative_energy_kj_mol=431.3 largest_force_ha_per_bohr=0.0864
O 2.150 1.504 -2.239 -0.65 0.05 1.26 -0.406
O 0.320 1.838 -0.762 0.65 1.38 -3.63 -0.399
C -1.675 -2.967 -1.767 0.73 1.09 0.37 -0.811
C -2.479 -1.842 -1.811 -1.62 0.76 -1.58 -0.266
C -0.359 -2.790 -2.207 -0.49 -0.03 0.45 -0.411
C -2.094 -0.612 -2.410 1.49 -0.66 0.90 -0.656
C 0.142 -1.587 -2.687 0.35 1.25 0.52 -0.350
C -0.688 -0.419 -2.665 -0.44 0.27 -1.06 1.028
C 0.359 0.912 -4.621 2.44 -0.11 -0.60 -1.425
C 2.625 1.446 -0.853 -0.68 -1.27 -0.34 -0.444
C 0.755 1.919 -2.209 -0.52 -1.15 -0.05 -0.267
C 0.415 -0.994 4.286 -0.89 -0.28 0.90 -0.710
C 0.650 -1.639 2.883 0.24 -0.74 0.42 -0.900
C 0.456 0.583 4.309 -1.47 -2.28 -0.70 -0.573
C 1.321 1.037 -0.216 -3.16 -0.05 2.48 0.501
C -0.183 0.990 -3.159 0.55 0.65 0.34 -0.121
C -1.490 0.852 1.116 -0.69 2.40 -3.67 -0.992
C -0.209 -1.044 1.758 -1.39 -0.13 1.61 -0.094
C -0.586 1.006 3.281 -0.17 0.73 0.28 -0.511
C 0.978 1.120 1.331 3.03 -0.50 -0.59 -0.926
N -0.310 0.465 1.855 1.64 1.02 0.24 0.378
H -1.987 -3.917 -1.333 -0.05 0.33 -0.23 0.432
H -3.558 -1.892 -1.633 0.35 -0.34 0.32 0.381
H 0.264 -3.628 -2.027 0.89 -0.65 -0.47 0.433
H -2.918 0.114 -2.618 1.24 -0.29 0.36 0.352
H 1.226 -1.521 -3.007 -1.45 0.04 0.47 0.254
H -0.511 0.726 -5.213 -0.35 -0.51 -0.67 0.458
H 0.832 1.845 -5.098 -0.79 -0.93 1.31 0.364
H 1.191 0.099 -4.843 -1.93 1.40 0.82 0.247
H 3.034 2.423 -0.565 0.02 -0.46 0.18 0.355
H 3.259 0.537 -0.656 0.23 1.32 -0.81 0.316
H 0.685 2.976 -2.586 -0.08 -0.94 0.63 0.475
H -0.605 -1.373 4.654 1.08 0.96 -0.56 0.274
H 1.062 -1.343 5.110 0.22 -0.28 -0.90 0.419
H 0.523 -2.763 2.898 -0.32 1.24 0.13 0.421
H 1.690 -1.566 2.621 0.64 0.37 -0.18 0.391
H 1.413 1.054 4.096 0.19 -0.32 -0.12 0.301
H 0.153 0.920 5.298 -0.13 0.10 -0.05 0.433
H 1.036 0.034 -0.526 0.79 -0.66 -0.15 -0.331
H -1.091 1.622 -3.213 0.30 -0.32 0.05 0.242
H -1.529 0.439 0.034 0.47 0.66 1.84 0.093
H -1.557 2.013 1.047 0.13 -2.13 0.15 0.362
H -2.335 0.463 1.615 -0.95 -0.31 0.61 0.664
H 0.105 -1.252 0.750 0.33 -0.26 -0.28 0.050
H -1.279 -1.385 1.828 1.05 0.16 0.08 0.455
H -1.667 0.723 3.440 1.43 0.05 0.47 0.377
H -0.520 2.110 3.295 -0.44 -0.42 -0.92 0.290
H 1.115 2.156 1.665 -0.84 -0.18 -0.06 0.497
H 1.872 0.606 1.756 -1.01 -0.03 0.42 0.351